#one
Here is the ion C4H8N3S with charge +1 from the OMol25 dataset. Energies are from ωB97M-V/def2-TZVPD.

The geometry in XYZ format:
```
16
Properties=species:S:1:pos:R:3:mulliken_charge:R:1
C -0.22 -0.88 -0.06 0.205
C -1.54 -0.15 1.68 -0.172
C -0.12 0.58 0.16 0.017
C 1.41 0.80 -2.10 -0.907
N 1.02 -0.73 0.57 -0.562
N -1.35 -1.20 0.86 -0.133
N -0.99 0.95 1.23 -0.030
S 0.64 1.75 -0.77 -0.070
H -0.01 -1.39 -1.00 0.443
H -2.19 -0.24 2.63 0.369
H 1.28 -1.35 1.35 0.216
H 0.63 0.33 -2.58 0.306
H 2.06 0.17 -1.71 0.377
H 2.08 1.50 -2.69 0.359
H -2.00 -1.95 0.74 0.271
H -0.69 1.81 1.66 0.310
```

The value obtained for the HOMO-LUMO gap is 8.10 eV. As for the net charge: +1. As for the SMILES: CS[C@]12N[C@H]1NC=[NH+]2.


#two
Here is the ion C4H8N3S with charge +1 from the OMol25 dataset. Energies are from ωB97M-V/def2-TZVPD.

The geometry in XYZ format:
```
16
Properties=species:S:1:pos:R:3:mulliken_charge:R:1
C 0.65 0.46 -0.28 0.168
C 2.11 -1.27 -0.13 -0.256
C -0.09 -0.74 0.26 0.167
C -2.44 0.27 -0.45 -0.857
N 0.34 0.58 1.02 -0.581
N 2.05 -0.02 -0.59 -0.218
N 0.95 -1.66 0.35 -0.117
S -1.70 -1.23 0.26 -0.112
H 0.42 1.15 -1.15 0.347
H 2.97 -1.81 -0.06 0.461
H 0.80 1.34 1.87 0.360
H -1.88 0.47 -1.40 0.274
H -2.66 1.09 0.31 0.284
H -3.39 0.05 -0.87 0.420
H 2.75 0.75 -0.52 0.338
H 0.67 -2.68 0.33 0.325
```

The value obtained for the HOMO-LUMO gap is 8.86 eV. As for the net charge: +1. As for the SMILES: CS[C@]12N[C@H]1NC=[NH+]2.


Name the most stable of them. #one.


#one
Here is a structure of composition C15H13CrI2NO7RhS2 from the OMol25 dataset. Energies are from ωB97M-V/def2-TZVPD.

The geometry in XYZ format:
```
42
Properties=species:S:1:pos:R:3:mulliken_charge:R:1
I 2.48 -2.07 -1.34 0.611
I 0.53 2.80 -1.50 0.363
Cr 0.15 1.00 0.29 0.634
Rh -1.19 -1.08 -0.31 0.001
S 1.05 -0.08 -1.55 -0.017
C -2.47 -2.09 -1.39 0.465
C -1.59 -1.93 1.37 0.385
C 0.87 -0.08 -3.47 0.850
C 1.99 0.87 -3.92 -0.885
C -0.56 0.36 -3.63 -1.043
C 1.14 -1.38 -4.21 -1.604
C -0.38 2.10 1.83 0.389
C -1.86 0.69 0.01 0.565
O -1.88 -2.38 2.43 -0.177
O -3.26 -2.59 -2.09 -0.116
O -0.78 2.59 2.82 -0.166
O -2.84 1.36 -0.05 -0.181
H 1.97 0.97 -5.03 0.457
H 2.96 0.43 -3.61 0.356
H 1.91 1.87 -3.46 0.187
H -0.84 0.32 -4.69 0.492
H -0.69 1.37 -3.25 0.162
H -1.21 -0.32 -3.07 0.140
H 1.01 -1.17 -5.29 0.509
H 0.45 -2.18 -3.92 0.402
H 2.18 -1.71 -4.06 0.506
O 1.02 -2.06 2.00 -0.534
C 1.17 -0.92 2.48 0.356
N 1.27 0.27 1.74 0.021
S 2.41 1.37 2.28 0.544
O 2.12 2.57 1.48 -0.431
O 1.71 1.72 3.75 -0.357
C 1.28 0.63 4.49 0.987
C 0.95 0.95 5.81 -0.421
C 0.41 -0.05 6.59 -0.503
C 0.22 -1.35 6.10 -0.644
C 0.59 -1.66 4.77 -0.547
C 1.14 -0.66 3.95 0.134
H 1.09 2.00 6.11 0.543
H 0.11 0.21 7.60 0.486
H -0.21 -2.11 6.72 0.509
H 0.45 -2.66 4.37 0.571
```

The value obtained for the HOMO-LUMO gap (alpha / beta) is 6.28 / 4.53 eV. Its multiplicity is 8. As for the net charge: +4. As for the expectation value of S²: 15.92.


#two
Here is a structure of composition C15H13CrI2NO7RhS2 from the OMol25 dataset. Energies are from ωB97M-V/def2-TZVPD.

The geometry in XYZ format:
```
42
Properties=species:S:1:pos:R:3:mulliken_charge:R:1
I 0.07 2.64 2.29 0.399
I -3.33 -1.28 -0.70 0.442
Cr -0.90 -0.67 -0.31 0.974
Rh 0.05 1.81 -0.56 0.632
S -1.62 0.90 1.14 -0.368
C -0.15 3.53 -1.40 0.245
C 1.80 1.59 -1.26 0.195
C -3.21 1.96 0.96 1.406
C -4.33 1.14 1.57 -1.128
C -3.41 2.27 -0.51 -0.940
C -3.07 3.25 1.77 -1.906
C -0.12 -2.03 -1.50 0.251
C -0.69 0.56 -1.92 0.518
O 2.84 1.40 -1.74 -0.144
O -0.19 4.59 -1.85 -0.092
O 0.50 -2.66 -2.23 -0.143
O -0.97 0.54 -3.07 -0.155
H -5.25 1.74 1.57 0.464
H -4.07 0.89 2.61 0.423
H -4.51 0.22 1.02 0.126
H -4.25 2.97 -0.61 0.526
H -3.64 1.35 -1.07 0.093
H -2.51 2.73 -0.94 0.030
H -4.01 3.82 1.68 0.523
H -2.26 3.88 1.40 0.427
H -2.90 3.01 2.82 0.544
O 2.13 0.24 0.96 -0.551
C 1.93 -0.97 0.72 0.536
N 0.66 -1.48 0.60 -0.233
S 0.45 -3.08 1.18 0.608
O -0.86 -3.45 0.64 -0.451
O 1.54 -3.81 0.15 -0.380
C 2.77 -3.22 0.00 1.042
C 3.75 -4.04 -0.57 -0.498
C 5.03 -3.52 -0.76 -0.518
C 5.31 -2.20 -0.39 -0.616
C 4.31 -1.39 0.15 -0.529
C 3.02 -1.90 0.38 0.185
H 3.47 -5.06 -0.86 0.554
H 5.81 -4.15 -1.20 0.482
H 6.31 -1.79 -0.55 0.479
H 4.50 -0.35 0.40 0.550
```

The value obtained for the HOMO-LUMO gap (alpha / beta) is 5.66 / 5.34 eV. Its multiplicity is 8. As for the net charge: +4. As for the expectation value of S²: 15.88.


Name the most stable of them. #two.


#one
Here is a cluster of 2 separate species, C2H5BrClN in total from the OMol25 dataset. Energies are from ωB97M-V/def2-TZVPD.

The geometry in XYZ format:
```
10
Properties=species:S:1:pos:R:3:mulliken_charge:R:1
C 0.91 -0.99 -0.13 -0.735
C 0.31 1.31 0.43 0.149
N 0.10 0.08 0.42 -0.391
Cl -1.14 2.28 0.56 -0.164
Br -2.81 -0.51 -0.75 -0.305
H 0.26 -1.34 -1.08 0.215
H 1.88 -0.74 -0.38 0.369
H 0.95 -1.81 0.52 0.280
H 1.18 1.95 0.30 0.340
H -1.66 -0.22 0.09 0.243
```

The value obtained for the HOMO-LUMO gap is 10.63 eV. As for the SMILES: C/N=C/Cl.Br.


#two
Here is an isolated molecule of C2H5BrClN from the OMol25 dataset. Energies are from ωB97M-V/def2-TZVPD.

The geometry in XYZ format:
```
10
Properties=species:S:1:pos:R:3:mulliken_charge:R:1
C 0.25 0.13 1.28 -0.931
C 0.00 0.03 -1.12 -0.088
N -0.44 -0.43 0.06 -0.188
Cl -1.31 0.95 -1.93 -0.179
Br 0.37 -1.65 -2.09 -0.167
H 0.34 1.27 1.18 0.317
H -0.10 -0.38 2.20 0.315
H 1.34 0.03 1.20 0.325
H 1.01 0.58 -1.05 0.356
H -1.46 -0.54 0.26 0.240
```

The value obtained for the HOMO-LUMO gap is 9.71 eV. As for the SMILES: CN[C@H](Cl)Br.


Name the most stable of them. #one.